Entry from the OMol25 dataset: a structure of composition C5H13LuO3 (ωB97M-V/def2-TZVPD).

Geometry as ORCA input:
```
! wB97M-V def2-TZVPD RIJCOSX def2/J DEFGRID3
* xyz 2 1
C 2.45 0.40 -0.75
O 1.66 -0.69 -0.29
C 2.34 -1.58 0.61
H 1.79 1.26 -0.95
H 3.15 0.72 0.03
H 3.01 0.07 -1.63
H 2.81 -2.44 0.12
H 3.17 -1.05 1.09
Lu -0.57 -0.95 -0.44
O -1.88 -0.58 1.01
H 1.59 -1.95 1.40
C -1.05 1.86 -2.12
O -1.56 0.91 -1.19
C -2.37 1.48 -0.14
C -2.90 0.33 0.71
H -0.44 1.33 -2.85
H -1.88 2.38 -2.61
H -0.41 2.59 -1.60
H -3.18 2.07 -0.59
H -1.72 2.13 0.46
H -3.74 -0.15 0.17
H -3.34 0.77 1.62
*
```

For the HOMO-LUMO gap, the calculation gives 0.321 hartree. For the LUMO energy, the calculation gives -9.5 eV. For the electronic energy, the calculation gives -45141.722 eV.

Results of the Mulliken charge analysis, in e, for atoms 1 through 6:
1 C -0.63
2 O -0.41
3 C -0.61
4 H 0.24
5 H 0.35
6 H 0.32